ORCA calculation (wB97M-V/def2-TZVPD) on a 2-piece molecular cluster, C8H18P2 overall.

The geometry in ORCA input format:
```
! wB97M-V def2-TZVPD RIJCOSX def2/J DEFGRID3
* xyz 0 1
C 2.9034 1.1793 0.3098
C 2.3842 0.4794 1.5781
C 2.0211 0.9416 -0.8746
C 2.1762 -1.0282 1.2610
C 1.7827 -0.5913 -1.1838
C 1.3067 -1.2095 0.0597
C -4.2922 -0.8112 -1.1343
C -3.2734 1.3912 0.3371
P -0.5653 -1.2061 0.2339
P -3.8718 -0.3276 0.6325
H 3.0024 2.1943 0.3778
H 3.9844 0.9614 0.0017
H 2.9886 0.4258 2.4906
H 1.5126 1.0259 1.7760
H 1.0006 1.4733 -0.8311
H 2.5954 1.5047 -1.8126
H 3.2691 -1.3159 1.1654
H 1.7268 -1.6586 2.2093
H 0.9489 -0.8041 -1.8128
H 2.7187 -1.2231 -1.3933
H -5.1380 -0.3631 -1.4478
H -4.5473 -1.8070 -1.1396
H -3.3762 -0.4388 -1.8173
H -2.9011 1.8299 1.3182
H -4.1135 2.1681 -0.0313
H -2.6390 1.5142 -0.5387
H -0.7493 -2.1495 1.1984
H -0.8549 -2.1549 -0.9322
*
```

Gap between HOMO and LUMO (alpha / beta) in eV: 7.76 / 6.57
Energy above the lowest of the compared OMol25 structures with the same formula, charge and spin in kcal per mole: 33.2
F_max in eV/A: 5.34
Molar mass in g mol⁻¹: 176.2
LUMO level (alpha / beta) in Ha: 0.0126 / -0.0153

Atomic partial charges in e from the Mulliken method, atoms 1 to 5:
1. C -0.688
2. C -0.646
3. C -0.330
4. C -0.769
5. C -0.868